# 1
Molecular formula: C29H24N7O4RuS3
Method: DFT, ωB97M-V/def2-TZVPD

Its orbital gap (spin up / spin down) is 5.86 / 5.86 eV. The molar mass is 731.8 g/mol. The calculation puts the energy relative to the best compared isomer or geometry (same formula, charge and spin) at 0.023 eV. Its total charge is +1.

Each line ends with the Löwdin charge.
Atoms and positions in Å:
Ru (0.570, -0.148, 0.447)  1.292
C (5.028, -0.093, 2.703)  -0.040
O (5.065, -0.464, 1.318)  -0.095
C (4.691, 0.516, 0.452)  -0.239
C (5.607, 1.137, -0.333)  0.050
C (5.228, 2.118, -1.296)  -0.042
C (3.929, 2.450, -1.454)  -0.025
C (2.905, 1.793, -0.693)  -0.136
C (1.608, 2.269, -0.788)  -0.010
N (0.573, 1.665, -0.181)  -0.155
N (-0.421, 2.465, 0.231)  0.129
C (-1.032, 1.890, 1.274)  -0.386
O (-0.573, 0.804, 1.789)  -0.106
C (-2.183, 2.560, 1.889)  -0.155
C (-2.814, 1.965, 2.979)  -0.012
C (-3.917, 2.576, 3.551)  -0.064
C (-4.392, 3.775, 3.035)  -0.067
C (-3.765, 4.366, 1.945)  -0.067
C (-2.661, 3.762, 1.370)  -0.024
C (3.289, 0.801, 0.297)  -0.262
O (2.468, 0.184, 1.057)  -0.145
H (5.433, -0.938, 3.251)  0.097
H (4.007, 0.110, 3.027)  0.086
H (5.654, 0.785, 2.875)  0.100
H (6.649, 0.866, -0.214)  0.137
H (5.994, 2.596, -1.889)  0.117
H (3.629, 3.203, -2.171)  0.124
H (1.397, 3.221, -1.265)  0.151
H (-2.436, 1.029, 3.364)  0.117
H (-4.409, 2.118, 4.398)  0.108
H (-5.255, 4.250, 3.483)  0.109
H (-4.138, 5.300, 1.546)  0.108
H (-2.161, 4.214, 0.524)  0.109
O (-1.118, -0.745, -0.233)  -0.322
C (-1.255, -1.000, -1.627)  -0.568
C (-2.499, -1.834, -1.805)  -0.485
C (-3.224, -2.035, -2.939)  -0.101
C (-4.281, -2.969, -2.750)  -0.166
C (-4.324, -3.446, -1.477)  -0.404
S (-3.091, -2.777, -0.498)  1.058
C (-1.358, 0.303, -2.393)  -0.491
C (-2.293, 1.267, -2.163)  -0.113
C (-2.121, 2.410, -2.986)  -0.162
C (-1.060, 2.288, -3.830)  -0.398
S (-0.273, 0.784, -3.638)  1.041
C (-0.033, -1.819, -1.986)  -0.414
C (0.121, -3.133, -2.232)  -0.061
C (1.478, -3.587, -2.044)  -0.124
C (2.314, -2.630, -1.594)  -0.325
S (1.497, -1.096, -1.551)  1.025
H (-3.019, -1.526, -3.870)  0.125
H (-4.982, -3.254, -3.521)  0.107
H (-5.037, -4.136, -1.056)  0.068
H (-3.074, 1.158, -1.423)  0.133
H (-2.762, 3.279, -2.957)  0.109
H (-0.717, 2.988, -4.575)  0.070
H (-0.705, -3.783, -2.482)  0.129
H (1.797, -4.600, -2.243)  0.118
H (3.379, -2.688, -1.433)  0.085
N (-0.794, -4.296, 3.516)  0.156
N (0.031, -3.509, 2.739)  -0.269
N (1.328, -3.710, 2.677)  0.156
C (1.711, -2.691, 1.924)  -0.155
N (0.666, -1.932, 1.576)  -0.093
N (-0.413, -2.473, 2.113)  0.131
H (-0.455, -5.250, 3.454)  0.110
H (-1.734, -4.215, 3.143)  0.108
H (2.730, -2.486, 1.644)  0.119


# 2
Molecular formula: C36H99N9O9
Method: DFT, ωB97M-V/def2-TZVPD

The structure (SMILES) is COC[C@H](C)N.COC[C@H](C)N.COC[C@H](C)N.COC[C@H](C)N.COC[C@H](C)N.COC[C@H](C)N.COC[C@H](C)N.COC[C@H](C)N.COC[C@H](C)N. Its orbital gap is 9.32 eV. The molar mass is 802.2 g/mol. The calculation puts the energy relative to the best compared isomer or geometry (same formula, charge and spin) at 3.147 eV. Its total charge is 0.

Each line ends with the Löwdin charge.
Atoms and positions in Å:
C (2.904, 2.757, -3.484)  -0.106
O (1.582, 2.295, -3.725)  -0.212
C (1.654, 1.585, -4.980)  -0.191
C (0.178, 1.435, -5.443)  -0.409
C (-0.485, 2.723, -5.877)  -0.073
N (-0.705, 0.913, -4.388)  0.064
H (2.766, 3.434, -2.632)  0.066
H (3.157, 3.454, -4.343)  0.110
H (3.596, 1.947, -3.267)  0.096
H (2.234, 2.111, -5.788)  0.127
H (2.129, 0.608, -4.839)  0.118
H (0.194, 0.697, -6.231)  0.128
H (0.133, 3.256, -6.678)  0.099
H (-0.761, 3.423, -5.135)  0.039
H (-1.399, 2.498, -6.432)  0.076
H (-0.561, -0.058, -4.217)  0.055
H (-0.588, 1.480, -3.586)  0.015
C (-6.015, 0.217, 5.035)  -0.104
O (-4.678, 0.511, 4.648)  -0.188
C (-3.763, -0.328, 5.253)  -0.261
C (-2.417, 0.042, 4.685)  -0.415
C (-2.284, -0.517, 3.226)  -0.056
N (-1.227, -0.289, 5.456)  0.043
H (-6.066, 0.404, 6.137)  0.090
H (-6.422, -0.831, 4.899)  0.103
H (-6.651, 0.964, 4.525)  0.093
H (-3.838, -0.186, 6.330)  0.117
H (-4.048, -1.390, 5.152)  0.132
H (-2.364, 1.146, 4.637)  0.121
H (-3.025, -0.087, 2.516)  0.072
H (-2.475, -1.652, 3.155)  0.110
H (-1.304, -0.276, 2.815)  0.039
H (-1.500, -0.337, 6.430)  0.069
H (-0.974, -1.281, 5.323)  0.072
C (-2.582, 3.475, 2.491)  -0.105
O (-1.300, 3.950, 2.144)  -0.176
C (-0.253, 3.070, 2.573)  -0.165
C (0.113, 3.158, 4.098)  -0.435
C (0.614, 4.493, 4.572)  -0.066
N (1.161, 2.158, 4.311)  0.056
H (-3.282, 3.960, 1.831)  0.075
H (-2.913, 3.583, 3.548)  0.097
H (-2.675, 2.401, 2.259)  0.077
H (-0.465, 1.973, 2.408)  0.105
H (0.624, 3.325, 2.043)  0.097
H (-0.795, 2.945, 4.671)  0.115
H (-0.170, 5.282, 4.604)  0.088
H (1.390, 4.894, 3.961)  0.063
H (0.893, 4.417, 5.640)  0.083
H (1.416, 2.047, 5.277)  0.074
H (0.840, 1.285, 3.963)  0.013
C (3.644, 0.596, 1.202)  -0.035
O (4.097, 1.779, 0.518)  -0.178
C (3.379, 2.921, 0.627)  -0.280
C (4.043, 4.083, -0.162)  -0.361
C (5.573, 4.254, 0.149)  -0.054
N (3.154, 5.361, 0.015)  0.021
H (2.940, 0.145, 0.478)  0.084
H (3.153, 0.820, 2.085)  0.048
H (4.489, -0.054, 1.375)  0.090
H (2.341, 2.870, 0.278)  0.109
H (3.234, 3.167, 1.661)  0.109
H (3.833, 3.824, -1.197)  0.078
H (5.637, 4.192, 1.314)  0.111
H (5.933, 5.210, -0.210)  0.052
H (6.132, 3.436, -0.352)  0.076
H (3.345, 5.814, 0.937)  0.069
H (3.518, 6.092, -0.598)  0.049
C (3.963, -4.266, -0.813)  -0.133
O (2.756, -4.866, -1.221)  -0.225
C (2.301, -5.768, -0.167)  -0.202
C (1.195, -6.637, -0.706)  -0.400
C (1.645, -7.443, -1.965)  -0.054
N (0.015, -5.823, -1.109)  0.034
H (3.891, -3.830, 0.185)  0.066
H (4.125, -3.450, -1.536)  0.090
H (4.823, -4.997, -0.779)  0.104
H (3.174, -6.353, 0.099)  0.111
H (1.974, -5.179, 0.764)  0.119
H (0.865, -7.299, 0.090)  0.131
H (1.905, -6.820, -2.799)  0.048
H (0.869, -8.173, -2.190)  0.069
H (2.562, -8.074, -1.807)  0.089
H (0.179, -5.187, -1.892)  0.038
H (-0.177, -5.085, -0.336)  0.106
C (1.265, -2.169, -0.839)  -0.101
O (0.576, -1.199, -0.033)  -0.196
C (0.226, -0.075, -0.898)  -0.168
C (-0.853, 0.894, -0.384)  -0.409
C (-2.212, 0.264, -0.506)  -0.054
N (-0.787, 2.060, -1.273)  0.085
H (0.638, -2.628, -1.618)  0.072
H (1.474, -2.967, -0.116)  0.059
H (2.153, -1.744, -1.376)  0.104
H (1.135, 0.460, -1.171)  0.115
H (-0.210, -0.466, -1.774)  0.086
H (-0.674, 1.041, 0.662)  0.090
H (-2.410, -0.123, -1.490)  0.049
H (-3.072, 1.024, -0.334)  0.108
H (-2.318, -0.548, 0.203)  0.066
H (-1.440, 2.811, -1.034)  0.061
H (0.117, 2.482, -1.464)  0.068
C (3.887, -4.010, 5.499)  -0.050
O (2.759, -3.951, 4.532)  -0.222
C (3.141, -3.273, 3.349)  -0.226
C (1.964, -2.468, 2.780)  -0.385
C (1.419, -1.430, 3.866)  -0.030
N (0.929, -3.425, 2.498)  0.044
H (3.944, -2.996, 5.921)  0.089
H (4.814, -4.348, 5.029)  0.085
H (3.537, -4.719, 6.239)  0.079
H (4.011, -2.586, 3.524)  0.131
H (3.365, -4.083, 2.608)  0.118
H (2.153, -1.974, 1.847)  0.097
H (2.032, -0.516, 3.917)  0.063
H (1.440, -1.959, 4.786)  0.055
H (0.385, -1.106, 3.729)  0.024
H (0.534, -3.822, 3.356)  0.090
H (0.124, -3.014, 2.101)  0.050
C (0.790, -3.901, -4.486)  -0.104
O (-0.327, -3.529, -3.666)  -0.221
C (-1.478, -4.199, -4.225)  -0.202
C (-2.751, -3.889, -3.426)  -0.412
C (-3.092, -2.433, -3.577)  -0.064
N (-2.764, -4.372, -1.995)  0.057
H (1.636, -3.264, -4.120)  0.100
H (0.681, -3.755, -5.525)  0.066
H (1.100, -4.949, -4.327)  0.083
H (-1.603, -3.849, -5.244)  0.116
H (-1.233, -5.245, -4.227)  0.113
H (-3.486, -4.572, -3.875)  0.134
H (-4.135, -2.189, -3.193)  0.106
H (-2.906, -2.089, -4.592)  0.077
H (-2.439, -1.835, -2.915)  0.055
H (-2.109, -3.814, -1.486)  0.036
H (-2.391, -5.303, -1.983)  0.037
C (-2.223, 5.426, -0.830)  -0.088
O (-2.941, 4.415, -1.482)  -0.222
C (-3.073, 4.550, -2.866)  -0.241
C (-4.180, 3.660, -3.352)  -0.449
C (-5.431, 3.993, -2.581)  -0.077
N (-3.963, 2.165, -3.276)  0.057
H (-2.747, 6.369, -0.970)  0.089
H (-1.225, 5.554, -1.251)  0.096
H (-2.185, 5.190, 0.216)  0.061
H (-3.252, 5.590, -3.169)  0.125
H (-2.144, 4.216, -3.427)  0.125
H (-4.300, 3.891, -4.407)  0.132
H (-5.334, 3.816, -1.517)  0.069
H (-6.242, 3.469, -3.105)  0.078
H (-5.596, 5.133, -2.727)  0.109
H (-3.695, 2.009, -2.253)  0.066
H (-3.106, 1.960, -3.780)  0.028


# 3
Molecular formula: C35H44As2N6O8PPtTe
Method: DFT, ωB97M-V/def2-TZVPD

Its orbital gap is 6.77 eV. The molar mass is 1180.3 g/mol. The calculation puts the energy relative to the best compared isomer or geometry (same formula, charge and spin) at 0.557 eV. Its total charge is +1.

Each line ends with the Löwdin charge.
Atoms and positions in Å:
Pt (-0.102, 0.359, -0.587)  0.511
C (-5.551, 2.311, 0.950)  -0.022
N (-4.236, 2.400, 0.337)  -0.125
C (-3.713, 3.507, -0.273)  -0.043
C (-2.457, 3.162, -0.696)  -0.135
N (-2.204, 1.874, -0.344)  0.011
C (-3.284, 1.429, 0.263)  -0.472
P (-3.455, -0.250, 0.919)  1.173
C (-1.929, -0.295, 1.906)  -0.438
N (-0.694, 0.043, 1.537)  -0.043
C (0.065, -0.017, 2.673)  -0.115
C (-0.706, -0.398, 3.725)  -0.024
N (-1.965, -0.575, 3.230)  -0.120
C (-3.130, -0.963, 4.015)  -0.021
C (-2.870, -1.205, -0.496)  -0.464
N (-1.717, -1.024, -1.117)  -0.066
C (-1.623, -1.981, -2.088)  -0.111
C (-2.745, -2.754, -2.046)  -0.019
N (-3.526, -2.260, -1.037)  -0.115
C (-4.813, -2.802, -0.626)  -0.017
H (-6.145, 3.154, 0.607)  0.095
H (-5.475, 2.347, 2.036)  0.093
H (-6.045, 1.390, 0.652)  0.081
H (-4.278, 4.418, -0.361)  0.125
H (-1.736, 3.753, -1.236)  0.104
H (1.108, 0.233, 2.695)  0.070
H (-0.474, -0.554, 4.763)  0.130
H (-2.790, -1.204, 5.018)  0.096
H (-3.605, -1.839, 3.580)  0.087
H (-3.848, -0.147, 4.066)  0.089
H (-0.773, -2.034, -2.746)  0.104
H (-3.055, -3.597, -2.639)  0.132
H (-5.106, -3.558, -1.349)  0.096
H (-5.565, -2.017, -0.610)  0.087
H (-4.741, -3.259, 0.360)  0.092
C (-1.410, -2.986, -7.291)  -0.046
C (-1.017, -2.059, -6.175)  -0.263
C (-1.924, -1.157, -5.637)  -0.019
C (-1.561, -0.258, -4.637)  -0.341
C (-2.624, 0.681, -4.124)  -0.099
C (-0.242, -0.260, -4.154)  -0.546
Te (0.356, 1.337, -2.894)  0.986
C (0.668, -1.203, -4.646)  -0.331
C (2.068, -1.327, -4.118)  -0.078
C (0.267, -2.078, -5.650)  -0.014
H (-2.471, -2.898, -7.521)  0.074
H (-1.201, -4.025, -7.035)  0.081
H (-0.851, -2.757, -8.199)  0.086
H (-2.942, -1.143, -6.011)  0.114
H (-3.604, 0.358, -4.476)  0.076
H (-2.460, 1.703, -4.468)  0.074
H (-2.636, 0.723, -3.033)  0.031
H (2.092, -1.122, -3.049)  0.018
H (2.747, -0.620, -4.600)  0.090
H (2.446, -2.334, -4.290)  0.084
H (0.984, -2.800, -6.026)  0.123
C (0.343, -3.785, 0.364)  -0.013
O (0.935, -2.596, 0.905)  -0.058
C (2.078, -2.194, 0.348)  -0.582
O (2.580, -2.640, -0.648)  0.128
C (2.610, -0.962, 1.034)  -0.270
C (3.430, -0.980, 2.080)  -0.298
As (4.367, 0.527, 2.949)  1.331
C (3.450, 0.375, 4.689)  -0.268
C (3.283, 2.041, 2.283)  -0.292
C (2.406, 2.083, 1.289)  -0.263
As (2.069, 0.628, 0.056)  1.055
C (3.573, 0.806, -1.129)  -0.232
C (1.557, 3.254, 0.891)  -0.570
O (1.528, 3.680, -0.233)  0.083
O (0.772, 3.639, 1.898)  -0.030
C (-0.118, 4.740, 1.635)  -0.006
C (3.725, 3.260, 3.050)  -0.536
O (4.398, 3.159, 4.046)  0.078
O (3.373, 4.409, 2.489)  -0.031
C (3.837, 5.592, 3.169)  -0.001
C (3.825, -2.325, 2.631)  -0.513
O (3.332, -3.375, 2.319)  0.146
O (4.814, -2.195, 3.522)  -0.107
C (5.295, -3.422, 4.101)  -0.010
H (0.610, -4.621, 1.008)  0.102
H (0.694, -3.966, -0.649)  0.093
H (-0.734, -3.623, 0.368)  0.081
H (3.037, -0.626, 4.800)  0.024
H (2.656, 1.115, 4.766)  0.028
H (4.179, 0.559, 5.474)  0.031
H (4.477, 0.852, -0.523)  0.047
H (3.438, 1.713, -1.714)  0.027
H (3.605, -0.069, -1.771)  0.027
H (-0.077, 5.382, 2.511)  0.097
H (-1.123, 4.345, 1.501)  0.079
H (0.196, 5.279, 0.745)  0.096
H (3.522, 6.422, 2.545)  0.099
H (4.920, 5.566, 3.263)  0.101
H (3.384, 5.653, 4.157)  0.102
H (5.999, -3.124, 4.870)  0.098
H (5.788, -4.018, 3.336)  0.103
H (4.466, -3.985, 4.525)  0.098


# 4
Molecular formula: C8H11N3O3
Method: DFT, ωB97M-V/def2-TZVPD

The structure (SMILES) is C[C@@]12N=C(N)O[C@@H]1C=CCN2C(=O)O. Its orbital gap is 9.58 eV. The molar mass is 197.2 g/mol. The calculation puts the energy relative to the best compared isomer or geometry (same formula, charge and spin) at 0.542 eV. Its total charge is 0.

Each line ends with the Löwdin charge.
Atoms and positions in Å:
C (0.963, -1.466, -1.260)  0.010
C (0.084, -0.398, -0.638)  -0.314
N (-0.538, 0.599, -1.460)  0.137
C (-1.726, 0.747, -1.071)  -0.506
N (-2.619, 1.451, -1.780)  0.186
O (-2.205, -0.034, -0.098)  0.066
C (-1.095, -0.975, 0.153)  -0.203
C (-0.988, -1.020, 1.605)  -0.056
C (0.110, -0.691, 2.308)  -0.043
C (1.399, -0.240, 1.669)  -0.146
N (1.148, 0.464, 0.396)  0.058
C (1.884, 1.493, 0.101)  -0.720
O (2.589, 1.983, 0.976)  0.048
O (1.707, 2.050, -1.044)  0.129
H (1.399, -0.922, -2.135)  0.106
H (0.236, -2.268, -1.475)  0.088
H (1.791, -1.822, -0.570)  0.102
H (-2.206, 2.360, -2.269)  0.192
H (-3.381, 1.646, -1.231)  0.066
H (-1.579, -1.918, -0.153)  0.168
H (-2.005, -0.946, 2.069)  0.134
H (0.191, -0.988, 3.379)  0.121
H (1.798, 0.455, 2.406)  0.114
H (2.183, -1.141, 1.527)  0.163
H (0.861, 1.581, -1.405)  0.099


# 5
Molecular formula: C8H18NO2Si
Method: DFT, ωB97M-V/def2-TZVPD

Its expectation value of S² is 2.0134. Its orbital gap (spin up / spin down) is 4.24 / 5.64 eV. The molar mass is 188.3 g/mol. The spin multiplicity is 3. Its total charge is +1.

Each line ends with the Löwdin charge.
Atoms and positions in Å:
C (-0.499, 0.181, -1.237)  0.168
C (0.952, -0.683, 2.472)  -0.274
C (0.891, 1.252, -3.334)  0.032
C (1.884, -0.897, -2.201)  -0.018
C (-0.177, -1.007, -3.559)  -0.022
C (-0.295, 1.904, 2.225)  -0.172
C (-1.039, 0.022, 4.626)  -0.195
C (-1.836, -1.031, 1.691)  -0.190
N (0.728, -0.100, -2.701)  -0.252
O (0.250, 0.161, -0.312)  0.067
O (1.874, -0.653, 1.851)  0.046
Si (-0.819, 0.155, 2.757)  0.539
H (1.806, 1.283, -3.906)  0.122
H (0.006, 1.418, -3.929)  0.107
H (0.873, 1.918, -2.536)  0.080
H (2.434, -1.381, -3.053)  0.133
H (2.520, -0.219, -1.611)  0.114
H (1.601, -1.791, -1.542)  0.142
H (0.343, -1.348, -4.470)  0.123
H (-0.543, -1.848, -2.998)  0.099
H (-1.046, -0.524, -3.960)  0.092
H (-0.844, 2.464, 1.533)  -0.004
H (-0.304, 2.499, 3.115)  0.028
H (0.555, 1.691, 1.524)  0.026
H (-0.558, -0.822, 5.283)  0.085
H (-0.767, 0.987, 5.083)  0.025
H (-2.116, 0.020, 4.793)  0.016
H (-1.266, -2.049, 1.615)  0.082
H (-2.887, -0.942, 2.088)  0.054
H (-1.722, -0.659, 0.692)  -0.053